DFT (the ωB97M-V functional and the def2-TZVPD basis) results for C6H16N2 as an isolated structure at a distorted geometry.

XYZ file:
```
24
Properties=species:S:1:pos:R:3:mulliken_charge:R:1
N 2.46677 1.88129 2.24391 -0.565
C 2.06411 0.72911 1.51815 0.538
C 1.19053 -0.29491 2.25387 -1.158
C 2.27201 0.69780 0.20134 -0.621
N -0.73487 -1.26956 -0.02558 -0.439
C -0.56344 -1.62698 -1.32733 -0.268
C -1.74363 -1.40004 -2.32642 -0.235
C -2.68988 -0.33460 -1.81723 -1.402
H 1.67041 2.45792 2.60490 0.216
H 3.22588 2.41453 1.82632 0.237
H -0.39370 1.65608 0.77313 -0.232
H 1.36563 -0.31045 3.27223 0.421
H 1.22989 -1.28889 1.91195 0.378
H 0.18071 -0.01278 2.08388 0.235
H 1.70106 0.06372 -0.52726 0.197
H 2.81095 1.65948 -0.26474 0.130
H -1.12756 1.56613 0.84847 0.213
H -0.04859 -2.49486 -1.72582 0.383
H -0.54342 -0.41933 -0.82273 0.198
H -1.18264 -1.09580 -3.32566 0.255
H -2.26098 -2.33945 -2.39301 0.356
H -3.80289 -0.50352 -1.98286 0.322
H -2.70691 -0.30101 -0.77535 0.482
H -2.37945 0.56610 -2.22419 0.357
```

relative energy (zero: lowest compared OMol25 entry of this formula, charge and spin)	159.4	kcal per mole



DFT (the ωB97M-V functional and the def2-TZVPD basis) results for C21H21F3NO2PtS4 as an isolated structure at a distorted geometry.

XYZ file:
```
53
Properties=species:S:1:pos:R:3:mulliken_charge:R:1
Pt 1.32915 1.33529 -0.83580 1.460
O 5.93015 6.32949 -0.66600 -0.412
C 5.14095 5.45909 -0.79560 0.565
S 3.45865 5.69429 -1.32860 -0.032
C 2.95385 4.02739 -1.21670 0.305
C 3.91515 3.11589 -0.79360 0.219
S 3.69265 1.43799 -0.54960 -0.207
S 5.50585 3.73009 -0.46970 -0.048
S 1.34915 3.66849 -1.65260 -0.204
C -3.49965 -0.06741 -1.94740 -1.491
C -2.27815 -0.96611 -1.68890 0.071
C -1.13085 -0.56531 -2.61550 -0.913
C -2.00195 -0.90631 -0.21280 0.987
C -2.49745 -1.87581 0.63080 -0.720
C -2.42965 -1.74491 2.01270 -1.093
C -1.91295 -0.58011 2.57370 -0.633
C -1.39225 0.42499 1.79420 0.318
C -0.97535 1.74439 2.39090 0.179
C 0.52035 2.04419 2.24710 -1.078
C -1.81225 2.86819 1.76990 -1.517
C -1.33495 0.24179 0.36010 0.584
O -0.73795 1.07499 -0.38510 -1.297
H -3.79555 -0.14361 -2.98980 0.458
H -3.25575 0.97169 -1.73590 0.307
H -4.33715 -0.37091 -1.32240 0.341
H -2.56225 -1.99951 -1.91910 0.556
H -0.92725 0.50579 -2.56150 0.143
H -1.40255 -0.79721 -3.64300 0.511
H -0.21985 -1.11091 -2.37710 -0.057
H -2.97095 -2.74801 0.20680 0.505
H -2.82865 -2.51821 2.64940 0.442
H -1.93785 -0.45641 3.64550 0.466
H -1.20245 1.70179 3.46230 0.641
H 0.78275 2.25269 1.19590 -0.124
H 1.12715 1.22039 2.61750 0.254
H 0.77155 2.93029 2.82540 0.534
H -1.61045 2.95279 0.70280 0.231
H -1.57425 3.81849 2.23900 0.466
H -2.87245 2.67199 1.90890 0.373
F 1.00745 -5.67791 1.08390 -0.259
C 0.77545 -5.16061 -0.12390 0.794
F 1.39485 -5.91931 -1.02610 -0.259
F -0.54715 -5.27511 -0.35290 -0.236
C 1.16645 -3.70341 -0.21090 0.185
C 0.98345 -2.87511 0.88980 -0.703
C 1.23975 -1.52391 0.72800 -0.328
N 1.65205 -1.00571 -0.42210 -0.028
C 1.87275 -1.80861 -1.45850 -0.872
C 1.63635 -3.17221 -1.40420 -0.403
H 0.65805 -3.26801 1.84030 0.564
H 1.10845 -0.83011 1.54560 0.508
H 2.26515 -1.34821 -2.35540 0.402
H 1.81065 -3.80371 -2.25970 0.548
```

charge	+1



DFT (the ωB97M-V functional and the def2-TZVPD basis) results for C32H47Cl3N3O3SSiTi as an isolated structure at a distorted geometry.

XYZ file:
```
91
Properties=species:S:1:pos:R:3:mulliken_charge:R:1
C 1.77703 1.83148 -3.33298 -1.428
C 0.46767 2.48156 -3.02339 0.310
H 1.94025 1.66984 -4.39518 0.396
H 1.85778 0.87695 -2.81613 0.036
H 2.59914 2.44858 -2.96218 0.319
C -0.34308 3.05781 -3.91342 0.190
C -0.14116 3.18638 -5.38530 -1.590
H -1.25567 3.51170 -3.54197 0.408
H 0.75744 2.69000 -5.74096 0.371
H -0.07301 4.23681 -5.67882 0.334
H -0.98967 2.77310 -5.93689 0.295
Ti 0.18344 -0.10098 0.08373 -0.626
Cl 1.61082 1.31431 1.23656 -0.587
Cl 1.92316 -1.15490 -1.03601 -0.417
H 0.48580 -3.42046 4.57710 0.338
H 3.06530 -2.99588 4.49055 0.323
C 0.54552 -3.56688 3.49830 -0.936
C 2.98511 -3.15093 3.41402 -0.932
N 1.65660 -2.81774 2.94838 0.361
H -0.37095 -3.22159 3.03561 0.153
C 1.46903 -1.86377 2.03238 0.119
O 0.34992 -1.53856 1.60333 -0.224
H 3.71705 -2.52271 2.91649 0.288
H 2.37515 -1.37739 1.67523 0.287
H 0.67330 -4.63086 3.29873 0.379
H 3.21685 -4.19419 3.19739 0.328
H -0.20696 -0.30004 -3.91166 0.142
H -2.46370 0.82546 -4.01061 0.181
C -0.67579 -1.19559 -3.51209 -0.782
C -2.88928 -0.12237 -3.68053 -0.787
N -1.92491 -0.83081 -2.86708 0.262
H -0.00641 -1.63527 -2.78390 0.159
C -2.07978 -0.92990 -1.55428 0.089
O -1.25348 -1.41407 -0.76135 -0.666
H -3.78972 0.07739 -3.10638 0.321
H -3.04930 -0.55975 -1.19484 0.427
H -0.87673 -1.89563 -4.32268 0.404
H -3.15405 -0.71546 -4.55469 0.318
O -0.30122 1.06541 -1.30223 0.788
C 0.10237 2.38227 -1.54819 -0.124
C -2.29983 3.03378 -1.10705 0.605
C -0.95168 3.37454 -1.11475 -0.569
H -2.57198 2.02527 -1.38087 0.199
C -3.26778 3.95896 -0.74343 -0.672
H 1.01007 2.60958 -0.97817 0.543
C -0.59162 4.66003 -0.72172 -0.286
H -4.31441 3.67909 -0.75624 0.433
C -2.89854 5.24298 -0.36533 -0.541
C -1.55290 5.58765 -0.34768 -0.832
H 0.45656 4.93306 -0.71166 0.476
H -3.65117 5.96785 -0.08165 0.408
H -1.25314 6.58313 -0.04545 0.410
Si 5.64006 -4.41035 -2.77674 0.505
Cl 5.82386 -3.43012 -4.62725 -0.348
C 4.13523 -5.51080 -2.88141 -0.919
C 5.43929 -3.09179 -1.47013 -0.650
C 7.20093 -5.40229 -2.51901 -0.942
H 3.23503 -4.93219 -3.08103 0.275
H 3.98532 -6.04883 -1.94462 0.318
H 4.23895 -6.24764 -3.67581 0.280
H 7.33678 -6.13824 -3.30940 0.272
H 7.16576 -5.93568 -1.56848 0.328
H 8.08004 -4.76034 -2.50866 0.264
H 4.55240 -2.48721 -1.65129 0.074
H 6.29780 -2.42299 -1.44811 0.298
H 5.34077 -3.54116 -0.48123 0.252
N -1.32346 0.78739 1.16649 0.555
S -2.45891 -0.06038 1.91223 -0.284
C -1.61683 -0.28805 3.50890 0.882
C -0.51084 0.47579 3.93352 -0.125
C 0.08618 0.23100 5.17346 -0.991
C -0.41236 -0.77286 6.00508 -0.471
C -1.50989 -1.53299 5.59750 -0.804
C -2.10734 -1.29175 4.35671 -0.424
C -3.48771 1.34288 2.45550 0.900
C -4.87618 1.22799 2.29904 -0.579
C -5.72647 2.26135 2.70573 -0.739
C -5.19756 3.42276 3.27285 -0.452
C -3.81780 3.55162 3.43573 -0.906
C -2.96497 2.52050 3.03358 0.087
H -1.34256 1.81402 1.14724 -0.022
H -0.10246 1.26020 3.32113 0.299
H 0.93643 0.82177 5.48980 0.445
H 0.05191 -0.96119 6.96455 0.414
H -1.89627 -2.31175 6.24197 0.419
H -2.95586 -1.89181 4.05246 0.417
H -5.30071 0.33238 1.86385 0.404
H -6.79702 2.16124 2.58276 0.417
H -5.85587 4.22197 3.58787 0.420
H -3.40720 4.45132 3.87645 0.418
H -1.90595 2.65702 3.17875 0.310
```

multiplicity	2
relative energy (zero: lowest compared OMol25 entry of this formula, charge and spin)	0.0	kcal per mole



| no. | electronic energy (Eh) |
| --- | --- |
| 1 | -347.47073 |
| 2 | -3029.46159 |
| 3 | -4555.49983 |